ORCA calculation (ωB97M-V/def2-TZVPD) on 17 unconnected molecules or ions with the total composition C34H102O17 in a non-equilibrium geometry.

Each line ends with the Mulliken charge.
Element x y z (Å)
C -2.71760 -5.09640 4.20783  -1.145
C -3.78512 -4.09522 4.03162  0.036
O -4.65443 -4.53089 2.97667  -0.481
H -1.90646 -4.81425 3.53661  0.204
H -2.90762 -6.15326 4.02067  0.356
H -2.32327 -5.02598 5.22155  0.327
H -3.42666 -3.07208 3.91854  0.120
H -4.48711 -4.13850 4.86435  0.412
H -5.03774 -5.37089 3.23951  0.246
C -5.12990 -0.22321 4.41689  -1.298
C -4.86414 0.10111 2.91746  0.202
O -4.56550 1.43607 2.80857  -0.459
H -4.18246 -0.03452 4.92172  0.269
H -5.41213 -1.27565 4.44534  0.338
H -5.88650 0.41780 4.86938  0.394
H -5.84037 -0.12568 2.48892  0.384
H -4.03325 -0.51062 2.56604  -0.140
H -5.28965 2.02084 2.57348  0.289
C 3.73211 -0.53656 -4.24294  -0.765
C 2.63856 0.29743 -4.89106  -0.478
O 1.64974 0.57490 -3.92470  -0.073
H 4.38050 0.10451 -3.64567  0.214
H 4.35830 -1.03897 -4.98022  0.421
H 3.33194 -1.33120 -3.61324  0.081
H 2.19275 -0.31827 -5.67225  0.250
H 2.87133 1.23925 -5.38794  0.391
H 0.83923 0.86456 -4.34988  0.138
C -0.39776 7.10755 -1.51596  -0.653
C 1.11332 7.24697 -1.56619  -0.256
O 1.64263 6.41065 -2.56365  -0.573
H -0.79218 6.13358 -1.22623  -0.153
H -0.84608 7.49976 -2.42879  0.429
H -0.72849 7.81035 -0.75124  0.336
H 1.60358 7.13368 -0.59929  0.070
H 1.43055 8.10686 -2.15616  0.316
H 1.92901 5.61365 -2.11157  0.500
C -0.59901 2.58302 -2.89315  -0.502
C -1.55880 2.24906 -4.05532  -0.012
O -0.82507 1.74637 -5.10897  -0.614
H -0.51886 1.59465 -2.44060  -0.282
H -1.10364 3.12179 -2.09116  0.275
H 0.37816 2.92879 -3.23029  0.432
H -2.13134 3.14493 -4.29556  0.443
H -2.09324 1.39623 -3.63680  -0.174
H -1.46484 1.29091 -5.66109  0.331
C -0.44071 0.77258 4.24440  -0.783
C 0.12325 2.27977 4.19642  0.318
O 1.38292 2.24487 4.88837  -0.534
H -0.53815 0.31227 5.22762  0.446
H 0.14280 0.00348 3.73833  0.145
H -1.39217 0.86732 3.72109  0.067
H -0.50983 3.05781 4.62297  0.596
H 0.18864 2.54555 3.14134  -0.338
H 1.47015 3.11359 5.28749  0.232
C -2.52925 -2.01080 -0.21631  -1.021
C -3.14788 -2.93909 0.83093  0.190
O -4.56759 -2.98367 0.67938  -0.635
H -2.48151 -2.54172 -1.16708  0.672
H -1.47477 -1.90147 0.03711  0.063
H -2.93103 -1.00418 -0.33200  0.046
H -2.89294 -2.55815 1.81986  -0.019
H -2.60426 -3.86579 0.64707  0.374
H -5.01374 -3.59517 1.26983  0.291
C 5.59100 -2.05827 -1.18732  -0.707
C 5.90384 -3.30963 -2.02846  -0.331
O 7.15235 -3.18414 -2.80321  -0.568
H 5.50038 -1.21967 -1.87772  0.113
H 6.49166 -1.98201 -0.57815  0.391
H 4.74880 -2.16177 -0.50316  0.217
H 5.13068 -3.45999 -2.78194  0.242
H 6.02601 -4.17530 -1.37747  0.367
H 7.36114 -4.04740 -3.16761  0.298
C 4.62432 0.04723 2.61895  -1.064
C 3.62363 1.08349 3.13797  0.994
O 3.80808 1.11713 4.49929  -0.638
H 5.67804 0.24916 2.81128  0.344
H 4.43584 -0.30817 1.60591  0.171
H 4.34244 -0.90821 3.06140  0.297
H 2.61670 0.74163 2.89855  -0.574
H 3.51961 2.09985 2.75812  0.011
H 2.94518 1.35075 4.84918  0.506
C 0.08811 -5.52665 -0.09667  -0.431
C 0.59342 -4.97231 -1.40243  -0.338
O 1.14716 -3.70043 -1.10085  -0.024
H -0.70905 -4.91259 0.32235  -0.169
H 0.91370 -5.78523 0.56638  0.029
H -0.32851 -6.48609 -0.40328  0.463
H -0.25503 -4.76642 -2.05501  0.244
H 1.32717 -5.62217 -1.87929  0.296
H 0.95856 -3.17795 -1.88382  0.186
C -4.99665 -0.10740 -2.74055  -0.539
C -5.70596 -0.91290 -1.65064  -0.013
O -5.34284 -2.22781 -1.72769  -0.604
H -5.09773 -0.44899 -3.77070  0.425
H -3.95684 -0.03435 -2.42187  -0.105
H -5.37641 0.89136 -2.52526  0.187
H -6.77535 -0.81360 -1.83675  0.419
H -5.54465 -0.52857 -0.64347  -0.123
H -4.92781 -2.49682 -0.90489  0.336
C 0.08265 0.86839 0.67926  1.501
C 1.00174 -0.23848 0.01046  -0.039
O 0.94440 -1.31494 0.89847  -0.509
H 0.43688 1.14240 1.67301  -1.317
H -0.86452 0.33987 0.78706  -0.007
H -0.06638 1.76916 0.08387  -0.238
H 2.05980 0.02270 -0.00916  0.444
H 0.66785 -0.31364 -1.02441  -0.171
H 1.06534 -2.18420 0.50942  0.095
C -3.91169 2.65730 -0.65215  -0.278
C -3.61469 3.94861 0.07703  -0.523
O -2.77733 3.66696 1.23286  -0.384
H -4.50031 2.79274 -1.55950  0.400
H -4.51349 1.98479 -0.04088  0.183
H -2.93866 2.20774 -0.85018  -0.153
H -4.57713 4.29927 0.44967  0.269
H -3.06292 4.75606 -0.40429  0.300
H -3.12160 2.93021 1.74303  0.190
C -0.89463 -2.42965 -5.36691  -1.459
C -0.73116 -2.10461 -3.91867  0.901
O 0.57590 -2.37012 -3.54163  -0.632
H -0.28458 -1.83800 -6.04948  0.305
H -1.90397 -2.31179 -5.76118  0.412
H -0.55668 -3.42968 -5.63863  0.324
H -1.41695 -2.64818 -3.26882  0.184
H -1.05788 -1.09980 -3.65085  -0.408
H 1.03980 -1.55269 -3.73710  0.022
C 4.19198 -5.99950 2.07956  -0.959
C 3.11988 -5.27436 2.90309  0.259
O 3.30690 -5.61468 4.24200  -0.533
H 4.03086 -5.85665 1.01103  0.247
H 4.24614 -7.07721 2.23353  0.287
H 5.12803 -5.45983 2.22334  0.331
H 2.08374 -5.36633 2.57744  0.018
H 3.20789 -4.19146 2.81553  0.044
H 2.52756 -6.13886 4.44060  0.334
C 3.90188 3.08993 -1.97356  -1.401
C 2.69404 3.00924 -1.04109  1.099
O 2.21672 4.34031 -0.85072  -0.329
H 4.65276 2.31855 -1.80251  0.349
H 4.46376 3.98614 -1.71048  0.349
H 3.57340 3.08185 -3.01286  0.263
H 2.85259 2.60842 -0.03994  -0.083
H 1.81141 2.52797 -1.46231  -0.445
H 1.78193 4.41679 0.00176  0.015
C 2.08067 5.89244 2.12051  -1.353
C 0.62631 5.51025 1.88598  -0.143
O 0.45651 4.37210 1.11310  0.291
H 2.13212 6.77073 2.76398  0.419
H 2.61662 6.11632 1.19816  0.265
H 2.58256 5.08972 2.66075  0.225
H 0.00220 6.32388 1.51642  0.375
H 0.19917 5.40395 2.88315  0.390
H -0.44483 4.04377 1.15008  -0.294

Properties
Gap between HOMO and LUMO (eV): 9.40
Relative energy (zero: lowest compared OMol25 entry of this formula, charge and spin) (kJ/mol): 427.8
HOMO (eV): -9.134
Total energy (eV): -71712.6892
Total charge: 0